Density functional theory data (wB97M-V/def2-TZVPD) for a molecular structure, C39H36ClN3PrSi2.

```
82
Properties=species:S:1:pos:R:3:forces:R:3
C -1.284507 -0.611830 1.320605 -0.12 -0.21 -0.33
C -1.996550 -0.091380 0.194585 0.29 -0.42 0.16
C -1.975580 -1.081262 -0.833975 0.17 -0.01 0.47
H -2.503725 0.874924 0.150275 0.16 -0.37 0.01
C -1.249424 -2.206817 -0.346327 -0.05 0.35 0.23
C -0.822244 -1.919509 0.982951 -0.27 0.40 -0.13
H -0.270649 -2.593655 1.643768 -0.24 0.28 -0.29
H -1.166189 -0.118735 2.291075 -0.01 -0.20 -0.49
H -2.484765 -1.018918 -1.793828 0.22 0.00 0.19
H -1.089996 -3.140595 -0.880581 -0.04 0.27 0.11
Pr 0.621599 -0.215413 -0.631323 -0.01 0.07 -0.23
Si -0.195555 0.031033 -7.431859 1.95 1.07 -0.98
C 0.188636 1.552835 -8.416534 -0.19 0.00 -0.25
C 1.535280 1.741707 -8.753124 -0.27 0.89 -0.13
H 2.270328 0.972041 -8.516419 -0.08 0.13 -0.06
C 1.935333 2.944587 -9.329709 -0.09 -0.06 -0.03
H 2.990781 3.106155 -9.545282 -0.25 0.04 -0.07
C 0.986275 3.942245 -9.608178 -0.06 -0.22 0.15
H 1.309165 4.885520 -10.061195 -0.17 -0.37 0.20
C -0.361580 3.727463 -9.301275 0.20 0.03 -0.08
H -1.090786 4.506472 -9.507152 0.09 -0.10 -0.02
C -0.770777 2.526369 -8.711456 0.69 0.11 -0.05
H -1.815140 2.349052 -8.455101 0.19 0.15 -0.06
C 0.528448 -1.411965 -8.346468 0.07 -0.16 0.28
C 0.256281 -1.587823 -9.713119 0.32 -0.49 0.16
H -0.411067 -0.899156 -10.232696 0.10 -0.22 0.09
C 0.879926 -2.628540 -10.409994 0.11 0.06 0.21
H 0.678418 -2.771117 -11.470224 0.02 0.03 0.22
C 1.793648 -3.469642 -9.757920 -0.13 0.28 0.17
H 2.297372 -4.270538 -10.307973 -0.22 0.32 0.20
C 2.085949 -3.257959 -8.406340 0.06 -0.08 -0.09
H 2.826599 -3.877238 -7.900340 -0.18 0.07 -0.17
C 1.451725 -2.237224 -7.698063 0.06 -0.18 -0.63
H 1.705810 -2.049142 -6.655294 -0.08 -0.20 -0.20
H -1.654066 0.009936 -7.356777 -0.28 -0.06 0.50
Si 1.276018 0.627452 -5.428102 -3.32 -1.27 0.51
C 0.362532 -0.897418 -4.655681 0.22 0.02 0.65
C -1.006372 -1.166639 -4.855576 0.00 -0.47 -0.01
H -1.652062 -0.475934 -5.405411 0.31 -0.15 0.43
C -1.591691 -2.357200 -4.424382 0.11 0.16 -0.11
H -2.647536 -2.531251 -4.609895 0.11 -0.02 -0.03
C -0.828516 -3.318322 -3.772941 0.12 0.09 0.29
H -1.281208 -4.260804 -3.459846 0.18 0.26 -0.08
C 0.505539 -3.033525 -3.486442 0.25 0.01 0.14
H 1.097962 -3.755558 -2.923452 -0.07 0.05 -0.19
C 1.101032 -1.834122 -3.915315 -0.43 -0.32 0.12
H 2.160321 -1.632925 -3.723575 -0.29 -0.17 0.01
C 0.161677 2.001281 -4.804059 -0.11 0.18 0.14
C -0.939892 1.796804 -3.955788 -0.27 0.54 -0.29
H -1.136235 0.820403 -3.509764 0.09 0.23 -0.13
C -1.881978 2.811403 -3.769687 0.27 0.16 0.02
H -2.767910 2.619301 -3.164365 0.16 0.11 -0.10
C -1.694723 4.054681 -4.383757 0.15 -0.17 0.06
H -2.438321 4.840707 -4.261568 0.17 -0.17 -0.06
C -0.546202 4.285545 -5.144823 0.12 0.05 0.13
H -0.385913 5.253731 -5.609991 -0.07 -0.07 0.09
C 0.395773 3.273027 -5.333859 -0.85 -0.03 0.13
H 1.276844 3.429395 -5.951980 -0.16 0.18 -0.04
H 2.301398 0.808617 -4.421226 1.47 -0.23 -0.57
Cl 2.678807 0.875801 -1.783718 0.02 0.00 -0.09
N 2.410204 0.772631 2.751487 -0.02 -0.06 0.13
C 2.804194 -0.459576 2.238235 -0.58 -0.15 -0.80
C 3.709119 -1.238198 2.982738 -0.01 -0.42 -0.39
C 4.101864 -2.481573 2.484386 -0.58 1.02 0.04
C 3.614840 -2.888525 1.237837 -0.33 -0.32 -0.88
C 2.734661 -2.068590 0.540455 0.36 0.72 1.43
N 2.293386 -0.883922 1.062044 0.82 -0.71 0.22
C 1.571719 1.769391 2.251793 -0.49 -0.23 -0.89
C 1.335709 2.903930 3.048672 -0.03 -0.05 -0.16
C 0.506145 3.910282 2.567096 0.32 -0.62 -0.07
C -0.034795 3.780690 1.283036 -0.12 -0.38 -0.72
C 0.244551 2.633471 0.538222 0.49 0.13 1.26
N 0.999667 1.617551 1.036114 -0.05 0.79 0.47
H 2.825557 0.996484 3.648321 -0.14 -0.07 -0.26
H 4.058396 -0.839579 3.931728 0.08 -0.26 -0.14
H 4.770848 -3.116480 3.050015 0.00 0.06 -0.03
H 3.905084 -3.846678 0.795826 -0.04 0.43 0.23
H 2.365923 -2.317709 -0.465650 0.15 -0.15 0.37
H 1.810888 2.935966 4.031074 -0.24 0.22 -0.27
H 0.284094 4.783731 3.175066 0.08 -0.17 -0.12
H -0.675949 4.547015 0.852487 0.21 -0.13 0.14
H -0.123322 2.502257 -0.490115 -0.02 0.17 0.35
```
Forces are in eV/Å.

M	779.3	g mol⁻¹
total charge	+1
⟨S²⟩	2.00
E_tot	-3228.0706	Eh
LUMO energy (alpha / beta)	-2.96 / -2.92	eV
maximum force	3.6	eV Å⁻¹
spin multiplicity	3
Kohn-Sham gap (alpha / beta)	6.98 / 7.01	eV

=====

Density functional theory data (wB97M-V/def2-TZVPD) for 2 unconnected molecules or ions with the total composition C39H36N2O2.

```
79
Properties=species:S:1:pos:R:3:forces:R:3
C 2.509640 -1.804626 4.577809 0.22 0.68 0.45
C 2.654277 -2.963433 3.653903 -0.25 -0.50 -0.03
C 1.578458 -3.395038 2.853281 0.96 -0.62 -0.05
N 0.331288 -2.694166 2.855227 -1.29 0.66 0.30
C 0.130338 -1.330063 2.647971 -0.05 -0.62 0.55
N -1.197132 -1.163938 2.942550 0.27 -1.11 0.04
C -1.838852 0.086281 3.301319 -0.46 0.43 0.01
C -1.822423 -2.381000 3.253295 0.32 0.43 0.44
C -0.868483 -3.316203 3.273268 0.68 0.02 -0.45
C 1.696133 -4.612707 2.149340 0.53 0.17 0.39
C 0.552717 -5.191161 1.391971 -0.29 -0.51 -0.46
C 2.900962 -5.335545 2.203906 -0.26 0.46 0.04
C 4.006758 -4.846311 2.899567 -0.34 0.06 0.03
C 5.341291 -5.517492 2.760947 0.20 -0.11 0.10
C 3.847583 -3.699298 3.675774 -0.14 0.06 -0.31
H 3.503480 -1.377376 4.774719 -0.32 -0.01 0.00
H 1.859535 -1.026810 4.160607 0.26 -0.20 0.20
H 2.099870 -2.123417 5.552018 0.05 0.06 -0.33
H -1.125016 0.912312 3.200164 -0.20 -0.29 0.01
H -2.718070 0.276198 2.662633 0.36 -0.02 0.12
H -2.206933 0.037447 4.351226 0.41 0.03 -0.65
H -2.862106 -2.461264 3.507525 -0.11 0.09 0.05
H -0.925072 -4.357694 3.544645 0.03 0.11 -0.12
H 0.926577 -5.923297 0.671989 -0.05 0.07 0.04
H -0.115322 -5.739910 2.068827 -0.02 0.16 -0.24
H -0.023636 -4.449797 0.831015 0.02 -0.04 0.23
H 2.983088 -6.301071 1.687504 -0.09 0.51 0.04
H 6.078118 -5.040977 3.414432 -0.05 -0.14 -0.10
H 5.298463 -6.587355 2.999123 -0.01 0.19 -0.03
H 5.692801 -5.422868 1.724977 -0.02 -0.04 0.23
H 4.678503 -3.370521 4.317301 -0.42 -0.01 -0.38
C 2.148425 6.880872 1.668963 0.12 -0.50 0.19
O 2.511376 5.557512 2.109928 -0.72 0.23 -0.27
C 1.656767 4.552127 1.779537 -0.14 -0.55 -0.46
C 2.049452 3.252601 2.177372 -0.14 0.83 0.02
C 1.320995 2.148540 1.801046 -0.67 -0.19 -0.50
C 0.193363 2.283086 0.935652 0.79 1.95 0.86
C -0.432897 1.155461 0.353776 -1.41 -0.46 -2.67
C -0.989984 1.184499 -0.949890 0.64 0.02 1.91
C -1.847630 0.125981 -1.387855 -0.12 -0.95 -1.10
C -2.222510 -0.054927 -2.695609 0.49 0.39 0.95
C -3.103765 -1.160899 -3.092075 -0.64 -0.72 -0.08
C -4.125084 -1.593792 -2.216037 0.31 0.05 -0.44
C -4.960154 -2.650622 -2.570970 0.18 0.06 -0.12
C -4.808763 -3.288215 -3.806362 0.22 0.14 0.03
C -3.806851 -2.870273 -4.686632 -0.13 0.09 0.44
C -2.962531 -1.822887 -4.327715 0.05 0.09 -0.05
C -1.693014 0.864272 -3.729828 -0.25 -0.10 -1.31
O -1.796563 0.618455 -4.947083 -0.06 0.24 1.69
C -1.037995 2.102896 -3.250354 0.06 -0.30 1.12
C -0.722096 3.175449 -4.205421 0.29 0.77 -0.71
C -0.752860 4.533101 -3.808810 -0.06 -0.53 -0.06
C -0.451778 5.547623 -4.713303 0.08 -0.22 -0.16
C -0.115958 5.239977 -6.037034 -0.07 -0.20 0.10
C -0.104998 3.906599 -6.459132 -0.04 0.34 0.48
C -0.397599 2.894422 -5.549773 -0.05 -0.07 0.03
C -0.691601 2.197635 -1.927216 0.16 0.56 -1.12
C -0.258221 3.613305 0.650108 0.22 -0.96 0.15
C 0.457989 4.724573 1.044928 0.84 0.27 0.65
H 2.960178 7.508611 2.029933 -0.15 0.10 -0.11
H 2.077543 6.928113 0.572087 0.07 -0.03 0.29
H 1.192310 7.190561 2.113715 0.26 -0.02 -0.06
H 2.943807 3.175259 2.784571 -0.06 -0.10 -0.03
H 1.605323 1.146690 2.135701 -0.02 0.28 -0.22
H -0.424906 0.203891 0.884959 -0.12 0.21 -0.01
H -2.166675 -0.609175 -0.652776 0.08 0.06 -0.03
H -4.264343 -1.072598 -1.265675 -0.03 -0.19 -0.30
H -5.734715 -2.967834 -1.876980 0.08 0.01 -0.16
H -5.460907 -4.111067 -4.080692 0.01 0.10 0.05
H -3.669690 -3.349556 -5.656940 -0.10 0.07 0.30
H -2.199153 -1.492550 -5.031798 -0.28 -0.16 0.37
H -1.052376 4.777303 -2.783404 0.12 -0.03 -0.39
H -0.495588 6.583791 -4.386427 0.04 -0.15 -0.08
H 0.125864 6.034009 -6.739679 -0.09 -0.09 0.13
H 0.121897 3.644958 -7.492538 -0.01 0.13 0.26
H -0.415943 1.863620 -5.894097 0.12 0.39 0.17
H -0.080243 3.054592 -1.650440 -0.09 -0.31 0.01
H -1.196290 3.765911 0.114466 0.27 -0.17 0.14
H 0.111560 5.729200 0.806964 -0.01 -0.35 0.00
```
Forces are in eV/Å.

M	564.7	g mol⁻¹
E_tot	-1767.6482	Eh
LUMO energy	-0.97	eV
maximum force	3.1	eV Å⁻¹
spin multiplicity	1
Kohn-Sham gap	6.39	eV